Entry 1:
{"formula": "C4H4O", "method": "wB97M-V/def2-TZVPD", "species": ["C", "C", "O", "H", "H", "C", "C", "H", "H"], "positions_angstrom": [[0.51, 0.50, -1.45], [-0.69, 0.94, -1.45], [-1.78, 1.32, -1.41], [0.82, -0.47, -0.95], [1.36, 0.99, -1.72], [0.35, -0.54, 2.10], [-0.45, -1.09, 1.38], [1.20, 0.01, 2.35], [-1.31, -1.67, 1.15]], "relative_energy_kcal_mol": 68.4, "charge": 0, "molar_mass_da": 68.1, "e_lumo_ev": 0.93}

---

Entry 2:
{"formula": "C4H14N2O", "method": "wB97M-V/def2-TZVPD", "species": ["C", "C", "N", "C", "C", "N", "H", "H", "H", "H", "H", "H", "H", "H", "H", "H", "H", "H", "O", "H", "H"], "positions_angstrom": [[-2.61, -1.48, -0.26], [-1.20, -1.32, -0.70], [-0.82, 0.02, -1.18], [0.65, 0.12, -1.38], [1.16, 1.69, -1.30], [1.32, 2.11, 0.12], [-3.32, -1.31, -1.12], [-2.76, -0.62, 0.35], [-2.72, -2.36, 0.32], [-0.73, -2.03, -1.31], [-0.57, -1.42, 0.16], [-1.21, 0.74, -0.55], [0.93, -0.27, -2.29], [1.28, -0.26, -0.53], [2.10, 1.80, -1.91], [0.34, 2.32, -1.84], [2.11, 1.65, 0.66], [0.64, 2.30, 0.84], [1.22, -0.84, 3.62], [0.92, -1.69, 3.11], [1.68, -1.22, 4.42]], "relative_energy_kcal_mol": 60.8, "charge": 0, "molar_mass_da": 106.2, "e_lumo_ev": 0.60}

---

Entry 3:
{"formula": "C26H31NO6", "method": "wB97M-V/def2-TZVPD", "species": ["C", "C", "C", "C", "C", "C", "O", "N", "C", "C", "C", "C", "C", "C", "O", "O", "C", "O", "O", "C", "C", "C", "C", "O", "C", "C", "C", "C", "C", "C", "C", "C", "C", "H", "H", "H", "H", "H", "H", "H", "H", "H", "H", "H", "H", "H", "H", "H", "H", "H", "H", "H", "H", "H", "H", "H", "H", "H", "H", "H", "H", "H", "H", "H"], "positions_angstrom": [[-0.94, -3.21, -0.21], [-0.69, -1.77, 0.09], [0.56, -1.26, 0.29], [1.83, -2.05, 0.29], [2.55, -1.95, -1.08], [4.04, -1.72, -0.89], [4.89, -2.51, -1.24], [4.30, -0.53, -0.32], [5.60, -0.21, 0.21], [5.78, 1.29, 0.42], [6.03, 2.09, -0.87], [6.34, 3.54, -0.51], [4.83, 2.03, -1.81], [5.78, -0.94, 1.54], [4.90, -1.48, 2.14], [7.05, -0.91, 1.97], [0.75, 0.17, 0.49], [1.84, 0.71, 0.59], [-0.34, 0.97, 0.54], [-1.60, 0.49, 0.41], [-2.62, 1.43, 0.52], [-2.32, 2.88, 0.76], [-3.91, 0.94, 0.38], [-5.06, 1.66, 0.44], [-6.07, 0.76, 0.26], [-5.61, -0.50, 0.07], [-4.19, -0.42, 0.14], [-3.15, -1.34, 0.04], [-1.84, -0.89, 0.17], [-6.51, -1.67, -0.16], [-7.91, -1.17, -0.53], [-8.37, -0.06, 0.42], [-7.49, 1.19, 0.27], [-1.54, -3.30, -1.11], [-0.02, -3.75, -0.37], [-1.48, -3.68, 0.61], [1.66, -3.10, 0.54], [2.48, -1.64, 1.06], [2.40, -2.86, -1.67], [2.15, -1.11, -1.65], [3.52, 0.02, 0.04], [6.36, -0.60, -0.48], [6.64, 1.44, 1.09], [4.89, 1.68, 0.92], [6.90, 1.66, -1.38], [7.20, 3.60, 0.15], [6.55, 4.12, -1.40], [5.49, 3.99, 0.00], [4.99, 2.69, -2.66], [4.68, 1.02, -2.19], [3.92, 2.35, -1.30], [7.13, -1.39, 2.81], [-3.24, 3.44, 0.82], [-1.70, 3.27, -0.04], [-1.77, 2.99, 1.69], [-3.37, -2.38, -0.13], [-6.11, -2.31, -0.95], [-6.56, -2.27, 0.75], [-8.62, -2.00, -0.51], [-7.89, -0.78, -1.55], [-9.41, 0.19, 0.22], [-8.30, -0.43, 1.45], [-7.67, 1.89, 1.08], [-7.73, 1.70, -0.67]], "relative_energy_kcal_mol": 0.0, "charge": 0, "molar_mass_da": 453.5, "e_lumo_ev": 0.08}

---

Entry 4:
{"formula": "C3H11NO4", "method": "wB97M-V/def2-TZVPD", "species": ["C", "C", "O", "C", "N", "O", "H", "H", "H", "H", "H", "H", "H", "H", "H", "O", "H", "H", "O"], "positions_angstrom": [[1.85, 1.55, -0.43], [-0.43, 0.48, 1.29], [-1.62, 0.33, 1.91], [1.76, 0.13, -0.29], [1.36, -0.58, -1.42], [2.07, -0.47, 0.74], [1.66, 2.17, -1.29], [2.24, 2.02, 0.47], [-0.51, 0.56, 0.20], [0.08, 1.40, 1.67], [0.24, -0.30, 1.73], [1.53, -0.14, -2.31], [1.69, -1.53, -1.38], [-2.01, -1.72, -0.35], [-0.51, -2.07, -0.31], [-1.39, -2.48, -0.34], [-2.28, 0.09, 1.16], [-2.96, 0.64, -0.82], [-2.76, -0.09, -0.23]], "relative_energy_kcal_mol": 190.6, "charge": 0, "molar_mass_da": 125.1, "e_lumo_ev": -4.90}

---

Entry 5:
{"formula": "Cl2O3PS", "method": "wB97M-V/def2-TZVPD", "species": ["O", "S", "Cl", "P", "O", "Cl", "O"], "positions_angstrom": [[1.79, -1.01, 0.63], [0.83, 0.03, 0.39], [1.95, 1.59, -0.48], [-1.54, -0.39, -0.63], [-1.61, -1.43, 0.43], [-1.59, 1.47, 0.68], [0.16, -0.26, -1.02]], "relative_energy_kcal_mol": 7.3, "charge": -1, "molar_mass_da": 181.9, "e_lumo_ev": 3.55}

---

Entry 6:
{"formula": "C12H12N2O2", "method": "wB97M-V/def2-TZVPD", "species": ["C", "C", "C", "N", "C", "N", "O", "O", "C", "C", "C", "C", "C", "C", "C", "C", "H", "H", "H", "H", "H", "H", "H", "H", "H", "H", "H", "H"], "positions_angstrom": [[1.74, 2.23, -3.73], [0.79, 1.54, -3.43], [-0.18, 0.62, -2.79], [-0.40, 0.96, -1.41], [0.45, 0.40, -0.47], [1.39, 1.50, 0.15], [1.00, 2.64, 0.13], [2.32, 1.07, 0.81], [1.06, -0.92, -0.57], [1.05, -1.80, 0.78], [-0.16, -1.24, 1.45], [-0.87, -1.80, 2.53], [-1.99, -1.21, 3.00], [-2.37, -0.03, 2.51], [-1.70, 0.60, 1.44], [-0.60, -0.03, 1.01], [2.57, 2.70, -4.04], [0.17, -0.47, -2.85], [-1.07, 0.76, -3.30], [-0.33, 2.03, -1.24], [2.16, -0.83, -0.83], [0.60, -1.52, -1.27], [1.95, -1.49, 1.42], [1.10, -2.83, 0.68], [-0.52, -2.71, 2.88], [-2.67, -1.86, 3.60], [-3.35, 0.31, 2.74], [-2.15, 1.39, 0.80]], "relative_energy_kcal_mol": 193.3, "charge": 0, "molar_mass_da": 216.2, "e_lumo_ev": 0.38}

---

Entry 7:
{"formula": "C5H12N2", "method": "wB97M-V/def2-TZVPD", "species": ["C", "N", "C", "C", "C", "C", "N", "H", "H", "H", "H", "H", "H", "H", "H", "H", "H", "H", "H"], "positions_angstrom": [[1.51, -2.64, 0.40], [1.74, -1.39, 0.23], [0.78, -0.37, 0.58], [0.47, -0.18, 1.85], [0.27, 0.54, -0.53], [-1.19, 0.88, -0.25], [-1.82, 1.71, -1.39], [0.51, -2.85, 0.76], [2.28, -3.37, 0.23], [2.64, -1.15, -0.14], [-0.09, 0.69, 2.11], [0.79, -0.83, 2.66], [0.42, 0.15, -1.54], [0.82, 1.49, -0.52], [-1.29, 1.59, 0.56], [-1.88, 0.05, -0.08], [-1.83, 1.19, -2.26], [-1.31, 2.58, -1.49], [-2.81, 1.91, -1.19]], "relative_energy_kcal_mol": 9.8, "charge": 2, "molar_mass_da": 100.2, "e_lumo_ev": -8.36}

---

Entry 8:
{"formula": "C5H11O2S", "method": "wB97M-V/def2-TZVPD", "species": ["C", "S", "C", "H", "H", "H", "H", "H", "H", "C", "C", "C", "O", "O", "H", "H", "H", "H", "H"], "positions_angstrom": [[1.59, -2.14, 1.30], [2.29, -2.25, -0.55], [0.92, -1.39, -1.30], [1.47, -1.09, 1.53], [2.36, -2.59, 1.96], [0.66, -2.73, 1.19], [0.90, -0.31, -1.22], [-0.09, -1.58, -0.83], [0.82, -1.72, -2.35], [-0.84, 1.52, 0.92], [-1.78, 1.55, 2.08], [-1.43, 1.85, -0.46], [-0.79, 1.56, -1.49], [-2.64, 2.22, -0.41], [0.12, 2.00, 1.10], [-0.41, 0.52, 0.87], [-1.12, 1.81, 2.97], [-2.51, 0.72, 2.27], [-2.58, 2.30, 2.01]], "relative_energy_kcal_mol": 28.1, "charge": -1, "molar_mass_da": 135.2, "e_lumo_ev": 2.98}